11
Properties=species:S:1:pos:R:3:forces:R:3 method="wB97M-V/def2-TZVPD" orbital_gap_ev=9.52 homo_ev=-8.6 e_above_lowest_kcal_mol=79.4 molar_mass_g_mol=119.07
N -0.451 -0.293 1.763 -2.538 0.713 0.918
C -0.862 -0.838 0.775 1.805 1.515 7.623
N -1.090 -1.189 -0.292 -3.927 -3.669 -3.888
N -0.526 -0.603 -1.331 2.367 3.126 -4.094
C 0.222 0.547 -0.983 -0.464 1.510 -1.218
F -0.069 1.785 -1.621 -0.072 -2.274 0.929
C 1.056 0.574 0.021 1.278 -0.943 -0.515
F 1.544 -0.591 0.499 0.719 -0.363 -0.472
H -0.110 -0.488 2.660 0.670 -0.655 0.664
H -1.191 -0.280 -2.019 -0.326 -0.587 -0.288
H 1.476 1.377 0.526 0.488 1.626 0.342

9
Properties=species:S:1:pos:R:3:forces:R:3 method="wB97M-V/def2-TZVPD" charge=-1 orbital_gap_ev="8.61 / 2.87" homo_ev="-5.9 / -3.8" e_above_lowest_kcal_mol=72.2 molar_mass_g_mol=234.40
C -1.302 -2.020 0.442 -2.389 -2.653 0.074
C -0.570 0.998 -0.646 1.962 -1.634 -5.605
N -0.515 -1.580 1.241 -0.694 -0.553 -0.209
O -0.255 0.761 -1.873 -1.544 1.465 4.502
O -2.205 -2.703 -0.063 2.486 2.279 0.578
Cl 0.904 -0.132 1.049 1.971 0.246 0.682
I 5.128 2.577 -0.003 -0.128 -0.075 0.040
H -0.877 0.199 -0.017 -1.594 -0.209 -0.044
H -0.308 1.900 -0.131 -0.070 1.134 -0.019

92
Properties=species:S:1:pos:R:3:forces:R:3 method="wB97M-V/def2-TZVPD" orbital_gap_ev=7.64 homo_ev=-7.7 e_above_lowest_kcal_mol=0.0 molar_mass_g_mol=1081.35
Pb 0.839 1.875 -1.573 -0.345 -0.232 -0.683
O -2.241 -0.929 -5.036 0.143 -0.104 -0.217
C -0.871 -0.714 -5.348 -0.106 -0.015 0.101
C -0.101 -2.041 -5.420 -0.285 -0.075 -0.029
C -0.362 -2.731 -6.766 -0.184 0.063 -0.018
O -1.737 -3.007 -6.993 0.255 -0.061 0.030
C -0.501 -3.003 -4.301 0.055 0.157 -0.025
Se -0.168 -2.141 -2.589 0.012 -0.128 0.190
C 1.381 -1.699 -5.307 -0.050 -0.015 0.114
Se 1.865 -1.328 -3.429 0.317 0.035 -0.076
H -2.543 -0.174 -4.513 0.066 0.025 0.082
H -0.407 -0.074 -4.597 -0.032 -0.089 -0.049
H -0.781 -0.208 -6.317 0.047 0.021 -0.017
H 0.159 -3.690 -6.800 0.002 -0.015 -0.013
H 0.050 -2.100 -7.564 -0.054 0.011 -0.038
H -2.273 -2.287 -6.635 0.023 0.078 0.045
H 0.087 -3.917 -4.358 0.008 -0.036 0.019
H -1.560 -3.241 -4.335 -0.039 0.037 -0.020
H 1.612 -0.799 -5.875 0.016 0.014 -0.041
H 2.014 -2.513 -5.650 0.024 -0.073 -0.003
F 2.252 7.282 -0.399 0.024 0.024 0.023
C 3.392 6.582 -0.387 0.051 0.019 -0.016
F 4.403 7.470 -0.507 -0.103 0.007 0.095
F 3.512 6.023 0.834 0.015 0.091 -0.039
C 3.460 5.547 -1.473 0.029 -0.106 0.012
C 4.472 5.609 -2.412 0.011 0.032 0.019
C 4.601 4.611 -3.367 0.051 -0.023 -0.051
C 3.701 3.566 -3.321 -0.118 -0.002 0.106
N 2.712 3.506 -2.429 0.103 0.109 -0.099
C 2.542 4.478 -1.514 0.096 -0.097 -0.140
S 1.173 4.306 -0.454 -0.027 -0.080 0.044
H 5.167 6.437 -2.394 -0.018 -0.029 0.025
H 5.388 4.638 -4.109 -0.062 -0.002 0.028
H 3.758 2.738 -4.020 -0.010 0.046 0.043
C 3.969 2.241 1.118 -0.007 -0.014 -0.070
C 3.561 0.830 0.861 -0.069 -0.203 0.005
N 2.581 0.420 0.081 0.241 -0.078 0.135
C 2.582 -0.963 0.147 -0.019 0.257 -0.105
C 3.567 -1.387 0.977 0.037 0.019 -0.028
N 4.180 -0.238 1.424 -0.006 -0.026 -0.097
H 3.097 2.863 1.323 0.008 -0.028 -0.014
H 4.464 2.667 0.241 -0.002 -0.036 0.033
H 4.655 2.299 1.963 -0.021 0.006 -0.013
H 1.858 -1.556 -0.394 0.075 -0.008 0.039
H 3.878 -2.372 1.286 -0.026 0.098 -0.003
H 4.957 -0.194 2.059 0.032 0.028 0.077
O -1.634 1.074 -2.796 -0.156 -0.170 0.278
N -1.468 1.818 -3.774 0.080 0.318 0.015
O -0.547 2.653 -3.651 0.175 0.108 0.088
C -3.858 -2.747 4.913 0.047 0.003 -0.027
C -4.244 -1.950 3.657 -0.045 0.019 0.002
C -5.107 -0.760 4.119 -0.009 -0.018 -0.058
C -5.082 -2.859 2.749 0.047 -0.017 0.003
C -2.960 -1.426 2.917 0.091 -0.093 -0.181
O -2.241 -0.550 3.764 -0.102 -0.019 0.091
C -2.067 -2.593 2.433 0.149 0.158 0.076
C -0.668 -2.229 1.892 -0.093 0.047 0.098
C 0.270 -1.549 2.865 -0.031 -0.036 0.036
C 0.807 -0.299 2.581 -0.123 0.075 0.063
C 1.676 0.332 3.460 -0.055 0.048 -0.025
C 2.021 -0.301 4.641 -0.065 -0.069 -0.068
Cl 3.119 0.475 5.746 0.019 0.007 -0.007
C 1.508 -1.552 4.948 0.010 -0.023 0.045
C 0.640 -2.167 4.056 0.005 -0.027 -0.017
C -3.395 -0.570 1.697 0.144 0.164 0.209
N -2.443 0.463 1.309 -0.141 -0.176 -0.111
C -1.644 0.465 0.240 -0.027 0.039 0.008
N -0.913 1.560 0.238 -0.227 0.440 0.171
C -1.357 2.242 1.337 0.065 -0.115 0.006
N -2.289 1.611 2.011 0.135 -0.030 -0.232
H -4.770 -3.069 5.420 0.045 0.022 -0.002
H -3.294 -2.140 5.628 -0.052 -0.046 -0.037
H -3.285 -3.648 4.686 -0.013 0.043 0.022
H -5.749 -1.067 4.948 0.018 0.003 -0.058
H -5.768 -0.396 3.328 0.050 -0.003 0.036
H -4.483 0.067 4.457 -0.026 -0.013 0.019
H -6.003 -3.138 3.266 0.026 0.012 -0.042
H -4.553 -3.781 2.497 -0.054 0.037 0.007
H -5.367 -2.358 1.819 -0.003 -0.035 0.066
H -1.909 -1.045 4.521 0.075 -0.018 -0.055
H -2.603 -3.116 1.637 0.036 -0.094 0.073
H -1.934 -3.307 3.247 -0.019 0.000 -0.009
H -0.761 -1.612 0.998 0.112 -0.126 0.067
H -0.198 -3.163 1.569 -0.042 -0.016 -0.061
H 0.544 0.204 1.656 0.044 -0.064 0.191
H 2.073 1.314 3.231 -0.037 -0.059 0.041
H 1.787 -2.036 5.876 0.008 0.006 -0.036
H 0.253 -3.153 4.300 0.013 0.042 -0.014
H -4.335 -0.070 1.902 -0.020 0.064 -0.041
H -3.518 -1.217 0.832 -0.093 0.029 -0.059
H -1.619 -0.303 -0.524 -0.064 0.087 0.091
H -0.975 3.211 1.625 -0.055 -0.104 -0.019